[1]
{
  "formula": "C18H20N2O",
  "method": "the ωB97M-V functional and the def2-TZVPD basis",
  "homo_ev": -8.15,
  "mol_weight_g_mol": 280.37,
  "charge": 0,
  "fmax_ev_per_a": 4.12,
  "gap_ev": 9.011,
  "e_above_lowest_ev": 6.0769,
  "energy_ev": -24013.456,
  "elements": ["O", "C", "C", "C", "C", "C", "C", "C", "C", "C", "C", "C", "C", "N", "N", "C", "C", "C", "C", "C", "C", "H", "H", "H", "H", "H", "H", "H", "H", "H", "H", "H", "H", "H", "H", "H", "H", "H", "H", "H", "H"],
  "positions_angstrom": [[-1.63716, -2.75784, -0.36424], [-4.58279, -0.49898, -0.27778], [2.31000, -2.97787, -2.20067], [-3.89410, 0.70469, -0.31410], [2.36600, -1.80710, -2.83401], [-3.71631, -1.58541, -0.46986], [1.52092, -3.27031, -1.16897], [-2.58117, 0.88813, -0.58537], [1.36502, -0.86231, -2.52317], [-2.28564, -1.56351, -0.61673], [0.69445, -2.26729, -0.75604], [-1.70918, -0.25872, -0.67305], [0.66652, -1.01579, -1.33149], [0.44419, 0.60284, 0.36223], [2.26189, 2.64879, 2.35558], [-0.40176, -2.71285, 0.23127], [1.76948, 3.49914, 3.43482], [-0.26340, 0.15226, -0.87838], [0.02853, 1.77609, 1.12804], [1.79065, 1.11210, 0.48492], [1.41461, 2.38085, 1.10683], [-5.62359, -0.51628, -0.10728], [2.98917, -3.73452, -2.47284], [-4.42464, 1.55800, -0.10962], [3.01625, -1.72034, -3.74620], [-4.22789, -2.56244, -0.38756], [1.72799, -4.23398, -0.61068], [-2.11807, 1.80831, -0.82137], [1.24103, 0.05803, -3.15554], [2.95058, 1.82519, 2.55527], [-0.30366, -2.03643, 0.99501], [-0.20961, -3.70954, 0.60968], [1.39821, 4.47125, 3.04650], [2.36676, 3.62923, 4.33292], [0.79828, 3.13955, 3.76280], [-0.36316, 0.88745, -1.75525], [-0.33132, 1.61343, 2.12210], [-0.70746, 2.41762, 0.54771], [2.38199, 0.45607, 1.06988], [2.29817, 1.30405, -0.42207], [1.58020, 3.15843, 0.43669]],
  "forces_ev_per_a": [[-2.0, 0.6, -1.3], [4.0, -0.4, -0.7], [2.7, -1.9, -0.5], [-0.8, 0.3, -0.1], [-1.1, 2.2, -2.9], [-1.1, -1.6, 0.2], [0.0, -1.0, 1.8], [1.3, -3.6, -0.4], [1.6, 1.1, -0.2], [-1.0, 1.9, 1.7], [-2.1, -1.5, 2.0], [-0.7, 0.3, 0.2], [-1.4, 1.1, -1.9], [-2.0, -0.1, 0.4], [1.1, -1.8, -0.9], [2.3, -0.1, -1.4], [-1.8, -0.1, -1.0], [1.8, -1.2, -0.3], [-2.5, 2.1, -1.0], [1.4, -1.4, -2.2], [1.5, -0.2, 3.8], [-0.8, -0.5, 0.1], [1.0, -0.8, -0.6], [-1.5, 2.1, 0.2], [-0.7, 0.2, 1.1], [0.8, 0.3, -0.2], [-1.0, 1.2, -0.7], [0.0, 1.0, 0.2], [0.2, -0.9, 0.9], [-2.2, 2.3, -0.1], [-0.7, 1.8, 2.4], [0.1, -0.1, -0.1], [1.1, -0.1, 0.0], [0.5, -0.1, -0.4], [-0.3, -0.6, 0.7], [0.7, -0.5, 1.2], [-0.5, -0.4, 0.6], [0.6, -0.6, 1.0], [0.8, -0.6, 0.7], [0.7, -0.3, -1.4], [-0.2, 1.7, -1.0]],
  "mulliken_charge": [-0.4586, -0.8422, -0.3690, -0.6439, -0.8390, -0.4221, -0.6556, -1.1714, -0.2283, 0.2579, 1.0917, 0.9735, -0.1277, 0.1732, -0.3116, -1.3056, -0.8282, 0.3447, -0.3216, -1.1196, -0.2751, 0.4670, 0.3856, 0.4546, 0.3161, 0.3412, 0.2434, 0.5589, 0.3057, 0.2348, 0.4678, 0.4697, 0.2621, 0.3447, 0.2851, 0.2806, 0.3134, 0.1611, 0.4921, 0.2413, 0.4533]
}

=====

[2]
{
  "formula": "C36H63AsBN8PSSi2Ti",
  "method": "the ωB97M-V functional and the def2-TZVPD basis",
  "homo_ev": [-15.65, -15.65],
  "mol_weight_g_mol": 860.77,
  "charge": 3,
  "multiplicity": 2,
  "fmax_ev_per_a": 3.10,
  "gap_ev": [5.826, 3.731],
  "e_above_lowest_ev": 2.1117,
  "s2": 0.762,
  "energy_ev": -170763.399,
  "elements": ["Ti", "C", "C", "N", "N", "C", "B", "N", "C", "C", "C", "N", "N", "C", "C", "C", "N", "N", "C", "C", "C", "N", "H", "H", "H", "H", "H", "H", "H", "H", "H", "H", "H", "H", "C", "As", "C", "C", "S", "H", "H", "H", "H", "H", "H", "H", "H", "H", "C", "Si", "C", "C", "C", "Si", "C", "C", "C", "H", "H", "H", "H", "H", "H", "H", "H", "H", "H", "H", "H", "H", "H", "H", "H", "H", "H", "H", "C", "C", "C", "C", "P", "C", "C", "C", "C", "C", "C", "C", "C", "C", "C", "H", "H", "H", "H", "H", "H", "H", "H", "H", "H", "H", "H", "H", "H", "H", "H", "H", "H", "H", "H", "H", "H", "H"],
  "positions_angstrom": [[-0.30839, 0.80842, 0.24128], [-0.33479, 0.97332, 4.44848], [-0.88079, 0.54272, 3.25308], [-0.15269, 1.00072, 2.21708], [0.84551, 1.74912, 2.74648], [0.75761, 1.74092, 4.07988], [1.88161, 2.56942, 1.91408], [1.06711, 3.42192, 0.89898], [1.32291, 4.65162, 0.43608], [0.51731, 4.88602, -0.66482], [-0.20849, 3.71512, -0.82412], [0.13691, 2.82932, 0.11908], [2.66731, 1.62262, 1.00478], [3.97561, 1.65032, 0.70518], [4.17241, 0.90582, -0.43732], [2.90251, 0.46752, -0.79382], [1.99101, 0.89142, 0.08438], [2.79191, 3.30002, 2.84558], [2.75551, 4.53992, 3.41368], [3.79961, 4.63612, 4.29828], [4.43961, 3.38422, 4.23398], [3.81931, 2.60442, 3.38508], [-0.67869, 0.76762, 5.44148], [-1.77179, -0.03728, 3.10968], [1.45001, 2.26382, 4.70958], [2.05491, 5.28442, 0.89318], [0.47271, 5.77622, -1.25812], [-0.96169, 3.49392, -1.56192], [4.67741, 2.17782, 1.31868], [5.09351, 0.71692, -0.94582], [2.62271, -0.11948, -1.64502], [1.99791, 5.25532, 3.16948], [4.07821, 5.46762, 4.91318], [5.30101, 3.04912, 4.77528], [1.98621, 1.06902, -5.10692], [0.15091, 0.84492, -4.51392], [-0.86169, 2.35182, -5.20062], [-0.51499, -0.75488, -5.40012], [0.02901, 0.70562, -2.37662], [1.96351, 1.16502, -6.19362], [2.59411, 0.20382, -4.83872], [2.43011, 1.97012, -4.67962], [-0.77149, 2.32982, -6.28762], [-0.45239, 3.29422, -4.83112], [-1.91719, 2.27812, -4.93122], [-0.41199, -0.59208, -6.47412], [-1.56739, -0.93008, -5.17042], [0.07361, -1.63058, -5.12012], [-4.18969, -1.50158, 0.72898], [-3.64179, -0.23848, -0.58462], [-5.21859, 0.42082, -1.44662], [-2.66019, -1.12578, -1.96982], [-2.41369, 1.11102, 0.08778], [-3.29209, 2.24902, 1.42358], [-4.82169, 3.03652, 0.57608], [-2.16859, 3.69882, 1.97978], [-3.92089, 1.38532, 3.01048], [-4.73769, -2.30408, 0.24278], [-4.87939, -1.04728, 1.43148], [-3.38499, -1.95618, 1.29758], [-5.59219, -0.33198, -2.13592], [-5.06649, 1.33392, -2.01292], [-6.00889, 0.60512, -0.72732], [-3.18649, -2.01088, -2.30912], [-1.67049, -1.41088, -1.60702], [-2.52269, -0.47488, -2.83192], [-2.32709, 1.77942, -0.78662], [-4.67849, 3.26762, -0.47322], [-5.05749, 3.96492, 1.08688], [-5.69109, 2.39552, 0.66618], [-1.96089, 4.40152, 1.17788], [-1.22539, 3.39162, 2.42598], [-2.70899, 4.25422, 2.74088], [-3.98779, 0.30452, 2.95548], [-4.92549, 1.74762, 3.21168], [-3.32899, 1.64522, 3.88358], [-0.45789, -3.90948, -2.35482], [-0.32279, -4.13308, -0.84532], [0.60731, -5.33178, -0.64252], [-1.69339, -4.42528, -0.24592], [0.43441, -2.53508, -0.04532], [2.07241, -2.57448, -0.85982], [2.11891, -2.25648, -2.22392], [3.30141, -2.34618, -2.93332], [4.47281, -2.71898, -2.28892], [4.44381, -3.00568, -0.93332], [3.25821, -2.93808, -0.22522], [0.65331, -2.79178, 1.85808], [-0.74809, -2.53228, 2.42268], [1.59441, -1.68648, 2.37058], [1.13831, -4.15428, 2.34428], [-1.16169, -4.63388, -2.75832], [0.49391, -4.07048, -2.85262], [-0.82979, -2.92068, -2.61102], [0.26751, -6.12318, -1.30912], [0.57941, -5.73188, 0.36378], [1.63731, -5.10218, -0.90742], [-2.14059, -5.25748, -0.78562], [-2.36929, -3.57758, -0.33192], [-1.63169, -4.73578, 0.79268], [1.22641, -1.90308, -2.72772], [3.31811, -2.12508, -3.99122], [5.39671, -2.78468, -2.83942], [5.34801, -3.29698, -0.42352], [3.26361, -3.18898, 0.82038], [-1.18989, -1.65288, 1.93008], [-0.69319, -2.35968, 3.49658], [-1.40889, -3.38228, 2.28088], [1.59831, -0.81958, 1.69918], [2.61771, -2.03408, 2.47938], [1.27511, -1.35268, 3.35878], [0.37141, -4.91288, 2.23638], [1.37021, -4.07818, 3.40568], [2.03071, -4.49958, 1.83438]],
  "forces_ev_per_a": [[-1.2, 2.2, -1.1], [-0.3, -0.3, -0.5], [-0.3, 0.0, 0.8], [0.1, 0.0, -0.2], [0.6, 0.3, 0.5], [-0.1, -0.2, -0.4], [0.1, -0.2, 0.0], [0.4, 0.5, 0.5], [-0.3, -0.3, -0.1], [-0.2, -0.3, 0.0], [-0.1, 0.5, -0.2], [-0.4, -0.4, 0.1], [0.5, -0.2, 0.2], [-0.1, -0.1, -0.1], [-0.4, -0.1, -0.1], [0.4, 0.0, 0.0], [-0.5, -0.3, -0.1], [0.1, 0.5, 0.1], [0.1, 0.3, 0.2], [-0.2, 0.1, -0.1], [-0.6, 0.5, -0.1], [0.3, -1.4, -0.3], [-0.1, 0.0, 0.2], [0.0, -0.1, -0.1], [0.3, 0.2, 0.0], [0.2, 0.1, 0.2], [-0.1, 0.2, -0.1], [0.0, -0.1, 0.0], [0.0, 0.1, 0.1], [0.2, 0.0, -0.1], [-0.1, 0.1, 0.0], [-0.2, 0.2, -0.1], [-0.1, 0.2, 0.0], [0.2, -0.2, 0.1], [-0.1, 0.0, 0.1], [-0.1, 0.0, -0.3], [0.0, -0.1, 0.1], [0.0, 0.1, 0.1], [0.1, -0.1, 0.2], [0.0, 0.0, 0.0], [-0.2, 0.0, 0.1], [-0.2, -0.1, 0.0], [0.0, 0.0, 0.0], [0.0, -0.2, 0.0], [0.2, -0.1, 0.1], [0.0, 0.1, 0.0], [0.1, 0.1, 0.1], [0.0, 0.2, 0.1], [0.3, 0.6, -0.4], [-0.3, -0.6, -0.8], [0.7, 0.0, 0.6], [-0.4, 0.2, 0.6], [1.1, -0.5, 0.5], [-0.4, 1.0, 0.3], [0.8, -0.5, 0.3], [-0.3, -0.6, -0.2], [0.3, 0.1, -0.6], [-0.1, -0.1, -0.2], [-0.1, 0.1, 0.2], [0.2, 0.0, 0.1], [0.1, -0.2, -0.1], [0.1, 0.2, -0.1], [-0.1, 0.1, 0.1], [-0.2, -0.3, 0.0], [-0.1, -0.1, -0.1], [0.0, 0.1, 0.0], [0.0, 0.0, -0.1], [0.1, 0.0, -0.2], [0.0, 0.2, 0.2], [-0.2, -0.1, 0.0], [0.0, 0.1, -0.2], [0.1, 0.0, 0.0], [-0.2, 0.1, 0.2], [0.0, -0.2, 0.0], [-0.2, 0.1, -0.1], [0.2, 0.1, 0.1], [0.1, 0.2, -0.1], [-0.8, 0.1, -0.6], [0.4, 0.2, 0.3], [0.0, 0.2, 0.2], [2.1, -2.2, 0.5], [-1.3, 0.5, 0.4], [0.0, 0.0, -0.8], [-0.4, 0.0, -0.1], [-0.1, 0.0, -0.1], [-0.1, -0.2, 0.5], [0.6, 0.1, 0.4], [-0.2, 0.6, -0.1], [-0.1, 0.0, -0.3], [0.1, 0.2, -0.3], [-0.1, -0.2, -0.4], [-0.1, -0.1, 0.0], [0.1, 0.0, -0.1], [-0.1, 0.0, -0.1], [-0.2, 0.0, -0.1], [0.0, 0.0, 0.1], [0.0, -0.1, 0.0], [0.0, -0.1, -0.1], [-0.1, 0.1, 0.0], [0.0, 0.0, 0.1], [0.1, 0.0, 0.1], [0.0, 0.0, 0.0], [0.2, 0.0, -0.1], [0.1, -0.1, 0.1], [0.0, 0.0, 0.1], [-0.1, -0.2, 0.3], [0.1, 0.1, 0.0], [-0.1, 0.0, -0.1], [0.2, -0.1, 0.3], [0.1, 0.0, -0.1], [0.0, 0.0, 0.0], [-0.1, -0.1, 0.0], [0.0, 0.1, 0.1], [0.1, -0.1, 0.0]],
  "mulliken_spin": [-0.0322, -0.0005, -0.0009, 0.0032, 0.0014, 0.0017, 0.0000, -0.0013, -0.0003, 0.0003, -0.0004, 0.0050, 0.0132, 0.0042, 0.0105, 0.0253, 0.0015, -0.0007, -0.0001, 0.0000, -0.0001, 0.0000, 0.0000, 0.0037, 0.0001, -0.0003, 0.0002, -0.0001, 0.0005, 0.0015, -0.0307, 0.0000, 0.0000, 0.0000, -0.0003, 0.0033, 0.0017, 0.0006, 0.0231, 0.0000, 0.0001, -0.0001, 0.0003, 0.0002, 0.0000, 0.0000, -0.0001, 0.0003, 0.0082, 0.0060, 0.0000, 0.0428, -0.0197, 0.0004, -0.0004, -0.0001, 0.0000, 0.0003, 0.0000, -0.0041, -0.0001, 0.0001, 0.0001, 0.0007, 0.0186, -0.0005, 0.0004, -0.0001, -0.0001, 0.0000, 0.0000, 0.0000, 0.0000, -0.0001, 0.0000, 0.0000, 0.0127, 0.1115, 0.0368, 0.0263, 0.2067, 0.1921, 0.0381, -0.0141, 0.1086, 0.0122, 0.0244, 0.0921, 0.0359, -0.0141, 0.0061, 0.0001, -0.0023, -0.0030, 0.0029, 0.0045, -0.0035, 0.0044, -0.0020, -0.0003, 0.0225, 0.0014, -0.0046, 0.0027, -0.0043, -0.0045, -0.0015, 0.0062, 0.0154, -0.0017, 0.0006, 0.0016, 0.0063, -0.0024]
}

=====

[3]
{
  "formula": "C16H25F5NO5",
  "method": "the ωB97M-V functional and the def2-TZVPD basis",
  "homo_ev": -3.11,
  "mol_weight_g_mol": 406.37,
  "charge": -1,
  "fmax_ev_per_a": 1.96,
  "gap_ev": 5.907,
  "energy_ev": -42312.606,
  "elements": ["C", "C", "O", "O", "C", "C", "C", "C", "C", "C", "C", "C", "C", "N", "C", "F", "F", "C", "F", "F", "H", "H", "H", "H", "H", "H", "H", "H", "H", "H", "H", "H", "H", "H", "H", "H", "H", "H", "H", "H", "H", "H", "C", "C", "O", "C", "O", "O", "F", "H", "H", "H"],
  "positions_angstrom": [[4.11114, -0.88506, 0.03892], [4.09258, -0.76017, -1.46306], [4.73389, -1.52697, -2.15967], [3.22321, 0.11145, -2.02166], [3.30986, 1.48348, -1.62440], [1.91156, 2.09633, -1.54883], [1.71367, 3.00077, -0.33181], [0.21720, 3.24709, -0.06640], [-0.30835, 2.55829, 1.19074], [-0.87467, 1.12156, 1.02681], [-0.95222, 0.57624, -0.41086], [-2.30357, 0.95963, -1.05067], [-2.21114, 1.84776, -2.31002], [-2.85430, 3.16084, -2.06356], [-0.81620, -0.87691, -0.33414], [0.41729, -1.27371, 0.14930], [-1.71816, -1.55982, 0.56395], [-1.05691, -1.63469, -1.64356], [-0.48287, -2.88777, -1.57205], [-0.54131, -1.01247, -2.72701], [3.23322, -1.44475, 0.34160], [4.09467, 0.06238, 0.55836], [5.00494, -1.42925, 0.29979], [3.82369, 1.60052, -0.67721], [3.90271, 2.01537, -2.36567], [1.71150, 2.65041, -2.45655], [1.20928, 1.27096, -1.45649], [2.19454, 2.59391, 0.55166], [2.18495, 3.95903, -0.54712], [0.09017, 4.32195, 0.07959], [-0.33798, 2.99363, -0.95796], [0.52454, 2.50372, 1.88931], [-1.03665, 3.19720, 1.68404], [-1.85709, 1.09531, 1.51076], [-0.26039, 0.44833, 1.61857], [-2.92291, 1.51249, -0.34604], [-2.90131, 0.09078, -1.32886], [-1.16141, 1.95760, -2.56506], [-2.74000, 1.41674, -3.15653], [-2.40154, 3.59696, -1.26950], [-2.68260, 3.77697, -2.84895], [-2.12079, -1.80816, -1.77952], [-1.88842, -3.83033, 2.36961], [-0.85480, -4.10454, 3.43544], [-1.57826, -4.89056, 4.37483], [-2.56845, -5.53473, 3.69513], [-3.19464, -6.44300, 4.12682], [-2.72002, -5.00460, 2.46626], [-0.41937, -2.97712, 4.04658], [-2.47720, -2.94416, 2.60070], [-1.47139, -3.72607, 1.37451], [0.01034, -4.67282, 3.08993]],
  "forces_ev_per_a": [[0.1, 0.2, -0.2], [0.4, -1.1, -0.8], [-0.7, 0.8, 0.6], [0.6, -0.1, 0.0], [-0.6, 0.7, -0.2], [0.7, -0.6, 0.7], [-0.4, 0.2, -0.9], [0.4, 0.6, 0.5], [0.0, -0.4, -0.1], [0.3, 0.0, -0.5], [-1.0, -0.8, 1.0], [0.6, 0.1, -0.7], [-0.3, 0.5, 0.3], [0.0, -0.1, -0.1], [0.6, 1.5, -1.1], [0.2, -0.2, 0.3], [-0.3, -0.5, 0.4], [-0.2, -0.5, 0.3], [0.0, 0.2, -0.1], [0.0, -0.1, 0.0], [-0.2, -0.1, 0.0], [-0.1, 0.2, 0.1], [0.2, -0.2, 0.2], [0.1, -0.2, 0.3], [0.3, -0.1, -0.2], [-0.3, 0.1, -0.3], [-0.3, -0.1, -0.1], [0.1, -0.2, 0.2], [0.3, 0.2, 0.2], [-0.1, 0.2, 0.0], [-0.2, -0.3, -0.1], [0.1, 0.1, 0.2], [-0.3, 0.1, 0.0], [-0.2, 0.0, 0.1], [0.2, -0.1, 0.1], [-0.1, 0.1, 0.3], [-0.2, -0.2, 0.1], [0.2, -0.1, -0.2], [0.0, -0.2, -0.2], [0.0, 0.0, 0.1], [0.0, 0.1, -0.1], [-0.1, 0.1, -0.3], [0.0, 0.0, -0.2], [-0.1, 0.1, 0.1], [0.2, -0.2, -0.2], [0.0, 0.2, -0.1], [-0.2, -0.2, 0.2], [0.1, 0.1, 0.1], [-0.1, -0.1, 0.1], [0.1, 0.0, 0.1], [-0.1, -0.1, -0.1], [0.1, 0.1, 0.0]],
  "mulliken_charge": [-0.7068, 0.6168, -0.6139, -0.2253, -0.7442, 0.1281, -1.0981, -0.3137, -1.0500, -1.2759, 1.4853, -1.4329, -0.4143, -0.8245, 0.6067, -0.3608, -0.4173, -0.2339, -0.3184, -0.2854, 0.1157, 0.3378, 0.3085, 0.4660, 0.2258, 0.3063, -0.2685, 0.4730, 0.2919, 0.4857, -0.0097, 0.4370, 0.4423, 0.2229, 0.3316, 0.5702, 0.2879, 0.2130, 0.4287, 0.2992, 0.2363, 0.2990, -0.0355, 0.3773, -0.3418, 0.6183, -0.5314, -0.3395, -0.2773, 0.1823, 0.0370, 0.2883]
}